[1]
{"formula": "C29H44N5O9S2", "method": "ωB97M-V/def2-TZVPD", "charge": -1, "total_energy_ha": -2878.4073, "homo_energy_ev": -4.5, "lumo_energy_ev": 1.48, "orbital_gap_ev": 5.943, "symbols": ["C", "C", "C", "C", "N", "C", "N", "C", "C", "C", "C", "C", "C", "O", "O", "C", "N", "C", "C", "C", "C", "C", "C", "C", "C", "N", "C", "C", "C", "O", "C", "C", "O", "O", "C", "N", "C", "S", "H", "H", "H", "H", "H", "H", "H", "H", "H", "H", "H", "H", "H", "H", "H", "H", "H", "H", "H", "H", "H", "H", "H", "H", "H", "H", "H", "H", "H", "H", "H", "H", "H", "H", "H", "H", "H", "H", "H", "H", "C", "C", "O", "S", "O", "O", "O", "H", "H", "H", "H"], "coordinates": [[-2.3599, 1.9004, 4.0036], [-1.1207, 0.8702, 4.0371], [-0.0308, 1.1610, 5.1813], [0.4843, -0.1426, 5.9784], [1.8091, -0.6805, 5.4692], [1.5003, -1.3398, 4.1690], [1.5659, -0.5248, 2.9988], [1.2127, -1.2273, 1.7922], [1.2175, -0.3822, 0.4526], [1.6604, 1.1770, 0.5620], [3.2388, 1.3381, 0.2712], [4.0869, -0.0145, 0.4066], [5.6599, 0.2811, 0.0980], [5.9273, 1.4012, -0.4078], [6.6941, -0.6868, 0.3407], [0.8219, -1.0015, -0.9422], [0.8112, -0.1591, -2.1457], [1.8809, -0.5150, -3.1211], [1.6870, 0.5044, -4.3898], [1.6646, -0.2576, -5.8112], [0.4501, -2.5544, -0.9346], [0.0807, -3.2899, -2.3047], [-0.9719, -2.4949, -3.2333], [-2.2851, -3.3781, -3.5328], [-3.6619, -2.5438, -3.5494], [-3.5340, -1.1351, -4.0486], [-3.7560, -1.1349, -5.5256], [-4.4687, -0.2544, -3.3327], [-4.1200, 0.1152, -1.7867], [-5.5463, 0.2228, -3.7883], [0.4786, -3.3832, 0.3932], [0.0865, -4.9627, 0.3638], [-1.1177, -5.2137, 0.7571], [0.9571, -5.9580, -0.0164], [0.8515, -2.7362, 1.8040], [0.8127, -3.6232, 2.9382], [1.1277, -2.8502, 4.0984], [1.0894, -3.7746, 5.7333], [-3.2417, 1.3432, 3.5046], [-2.6269, 2.3640, 5.0136], [-2.0613, 2.7530, 3.2760], [-0.5802, 0.9879, 3.0183], [-1.5549, -0.1889, 4.0559], [-0.4898, 1.8878, 5.9635], [0.9122, 1.7051, 4.7882], [-0.3350, -0.9402, 5.9971], [0.6304, 0.1856, 7.0814], [2.4670, 0.1002, 5.3317], [1.4755, 1.6006, 1.6211], [1.0456, 1.8470, -0.1463], [3.6716, 2.0979, 1.0322], [3.3745, 1.7723, -0.7782], [3.7895, -0.8291, -0.3623], [4.0573, -0.4571, 1.4655], [6.4717, -1.5368, -0.1238], [0.8220, 0.8468, -1.9325], [2.9431, -0.2997, -2.7275], [1.8019, -1.5648, -3.5603], [0.6370, 0.9866, -4.2762], [2.4271, 1.3846, -4.3598], [1.0651, -1.2308, -5.7866], [1.0993, 0.4413, -6.5463], [2.7144, -0.3869, -6.2790], [-0.3215, -4.3557, -2.1780], [1.0779, -3.4052, -2.8885], [-0.4373, -2.3257, -4.2501], [-1.2692, -1.4622, -2.8470], [-2.1505, -3.8627, -4.5744], [-2.4050, -4.1820, -2.7061], [-4.4373, -3.1142, -4.1990], [-4.0944, -2.5225, -2.4904], [-3.3670, -2.1556, -5.9157], [-4.8508, -1.0721, -5.8496], [-3.1175, -0.3468, -6.0864], [-4.4296, -0.8112, -1.1791], [-3.0021, 0.2844, -1.6289], [-4.7823, 0.9766, -1.4068], [-0.2076, -3.6178, 6.2616], [-0.1033, 6.8247, 2.2193], [-1.4964, 6.4368, 2.6923], [-1.8426, 5.2872, 1.9211], [-0.4953, 4.4396, 1.5993], [-0.3921, 3.3791, 2.5587], [-0.4258, 4.2195, 0.1864], [0.5783, 5.5901, 1.9990], [-0.1450, 7.3651, 1.2693], [0.4294, 7.4276, 2.9559], [-2.2241, 7.2345, 2.5417], [-1.4885, 6.1464, 3.7471]], "mulliken_charge": [-0.8234, 0.2713, -0.4866, -0.6167, -0.3429, -0.0532, -0.2234, -0.3106, 0.6009, -0.5387, -0.6400, -0.0914, 0.3965, -0.5211, -0.5085, -0.8672, 0.2564, -0.0565, -0.5803, -0.9883, 0.9107, -1.1745, 0.6603, -0.6046, -1.0697, 0.2860, -0.9233, 0.5206, -0.8087, -0.6201, 0.4766, -0.0587, -0.6928, -0.7866, 0.4019, -0.4530, 0.0202, -0.2186, 0.2711, 0.3055, 0.0117, -0.4539, 0.5483, 0.5084, 0.1023, 0.2216, 0.2781, 0.4080, -0.0419, 0.1501, 0.3714, 0.1719, 0.1751, 0.1354, 0.3466, 0.5092, 0.1916, 0.0680, 0.2560, 0.3428, 0.2395, 0.3053, 0.2728, 0.5604, 0.2821, -0.4743, 0.1488, 0.3046, 0.3912, 0.3361, 0.4021, 0.3381, 0.2934, 0.2475, 0.2668, 0.1319, 0.3023, 0.1197, -0.3735, -0.3324, -0.3514, 1.0429, -0.3532, -0.6179, -0.3081, 0.3055, 0.3145, 0.3161, 0.2701]}


[2]
{"formula": "C29H45AlCl2N2P", "method": "ωB97M-V/def2-TZVPD", "charge": -1, "total_energy_ha": -2745.8980, "homo_energy_ev": -1.3, "lumo_energy_ev": 2.35, "orbital_gap_ev": 3.631, "symbols": ["P", "C", "C", "C", "C", "C", "C", "C", "C", "C", "C", "C", "C", "C", "C", "C", "C", "C", "C", "H", "H", "H", "H", "H", "H", "H", "H", "H", "H", "H", "H", "H", "H", "H", "H", "H", "H", "H", "H", "H", "H", "H", "H", "H", "H", "H", "H", "H", "H", "H", "H", "H", "Al", "Cl", "Cl", "C", "H", "C", "C", "C", "C", "C", "C", "H", "H", "H", "H", "H", "C", "N", "C", "C", "N", "C", "H", "H", "H", "H", "H", "H"], "coordinates": [[0.0614, -0.5730, -0.6148], [1.5971, 0.0154, -1.6223], [1.8363, -0.4838, -3.0604], [3.1957, -0.0345, -3.6130], [3.5144, 1.4475, -3.3761], [3.1119, 1.9929, -1.9972], [1.7199, 1.5376, -1.5431], [-1.3746, 0.2906, -1.4839], [-1.1643, 0.3902, -2.9857], [-2.4357, 0.8515, -3.6862], [-2.9691, 2.1634, -3.1009], [-2.9383, 2.2570, -1.5619], [-1.6759, 1.6742, -0.9059], [-0.1366, -2.2562, -1.4283], [1.0434, -3.1609, -1.0587], [0.9852, -4.4915, -1.8318], [-0.3562, -5.2200, -1.6978], [-1.5772, -4.3062, -1.8430], [-1.4443, -2.9742, -1.0857], [2.3817, -0.4164, -0.9809], [1.0516, -0.0995, -3.7227], [1.7786, -1.5790, -3.1322], [3.2075, -0.2292, -4.6940], [3.9838, -0.6637, -3.1776], [4.5891, 1.6051, -3.5178], [3.0220, 2.0453, -4.1561], [3.8419, 1.6715, -1.2403], [3.1344, 3.0890, -2.0246], [1.5414, 1.8811, -0.5143], [0.9609, 2.0201, -2.1752], [-2.2325, -0.3605, -1.2626], [-3.1917, 0.0572, -3.6163], [-0.8387, -0.5559, -3.4397], [-0.3690, 1.1266, -3.1607], [-2.2095, 0.9831, -4.7515], [-3.9988, 2.3101, -3.4456], [-2.3902, 2.9973, -3.5230], [-3.0423, 3.3094, -1.2692], [-3.8147, 1.7302, -1.1554], [-1.8035, 1.6286, 0.1851], [-0.8238, 2.3435, -1.0868], [-0.1355, -2.0584, -2.5153], [2.0130, -2.6783, -1.2460], [1.0016, -3.3547, 0.0263], [1.1833, -4.3028, -2.8977], [1.7933, -5.1367, -1.4687], [-0.4000, -5.7154, -0.7211], [-0.4116, -6.0129, -2.4561], [-2.4731, -4.8220, -1.4760], [-1.7465, -4.0978, -2.9094], [-2.3244, -2.3557, -1.3042], [-1.4667, -3.1488, -0.0009], [-0.1255, -0.2313, 2.1792], [-2.0415, -1.1669, 1.5686], [2.0409, -0.1309, 1.8702], [-0.6442, 1.4579, 3.0849], [-1.2527, 1.2416, 3.9833], [-0.4671, 2.8355, 2.8994], [-1.0135, 3.7289, 3.8916], [-1.1703, 5.0811, 3.6353], [-0.7267, 5.6325, 2.4186], [-0.0385, 4.8173, 1.4964], [0.1357, 3.4570, 1.7370], [-1.3452, 3.2782, 4.8321], [-1.6453, 5.7197, 4.3808], [0.3551, 5.2736, 0.5838], [0.7088, 2.8172, 1.0566], [-0.9045, 6.6880, 2.2051], [1.2527, -1.4346, 7.2475], [0.6026, -1.6465, 5.9624], [-0.3167, -2.6499, 5.6318], [-0.6838, -2.4310, 4.3323], [0.0091, -1.3118, 3.8624], [0.7802, -0.8766, 4.8653], [0.5059, -1.3265, 8.0489], [1.9130, -2.2818, 7.4931], [1.8475, -0.5138, 7.1714], [-0.6380, -3.3881, 6.3419], [-1.3838, -2.9499, 3.6985], [1.4411, -0.0196, 4.8485]], "mulliken_charge": [-0.2662, 0.0286, -0.1318, -0.9513, -0.7026, -0.9092, -0.1900, 0.6793, -0.7474, -1.1937, -0.7522, -1.0006, -0.3050, -0.0103, -0.8293, -0.7698, -0.7746, -0.7560, -0.7484, 0.9851, 0.1443, -0.0287, 0.3641, 0.3760, 0.3813, 0.3136, 0.3727, 0.4247, -0.8659, 0.3146, 0.6219, 0.3971, 0.2556, 0.0818, 0.3974, 0.4122, 0.2790, 0.4301, 0.3625, -0.0467, 0.1682, 0.2634, 0.3534, 0.3825, 0.2987, 0.4229, 0.3094, 0.3438, 0.4115, 0.3466, 0.1209, 0.3332, 0.7479, -0.4662, -0.4361, -1.3943, 0.0911, 1.0381, -1.0606, -0.2746, -0.6824, -0.1986, 0.3524, 0.2386, 0.3216, 0.3121, 0.3131, 0.3121, -0.8501, 0.2310, -0.6062, -0.5077, 0.1714, -0.1731, 0.3249, 0.3224, 0.2732, 0.4190, 0.4405, 0.3434]}